Molecular formula: C22H29NO5S
Method: DFT, wB97M-V/def2-TZVPD

The geometry in XYZ format:
```
58
Properties=species:S:1:pos:R:3:lowdin_charge:R:1
C 0.04 3.65 3.06 0.03
C 0.32 2.97 1.60 -0.31
H 1.18 2.18 1.68 0.14
H 0.65 3.75 0.88 0.14
O -0.68 2.45 1.19 -0.01
C -0.90 2.01 0.08 -0.28
C -2.25 2.14 -0.33 0.10
C -2.38 1.61 -1.88 0.03
C -1.36 1.12 -2.65 -0.36
C -0.21 1.09 -2.15 -0.04
C 0.17 1.22 -0.75 -0.02
O 1.53 1.19 -0.26 -0.13
C 2.44 0.87 -1.14 -0.30
C 3.61 0.52 -0.16 -0.03
H 4.55 0.19 -0.83 0.13
H 3.90 1.65 0.28 0.13
H 3.38 0.16 0.71 -0.03
H 2.05 -0.26 -1.28 0.15
H 2.57 1.19 -2.05 0.07
H 0.54 0.61 -2.65 0.08
C -1.66 0.66 -4.05 -0.03
H -0.84 0.21 -4.27 0.04
H -2.18 1.34 -4.59 0.08
C -2.84 -0.56 -3.83 -0.23
N -2.35 -1.57 -3.06 0.09
C -3.56 -1.70 -2.06 -0.24
O -4.68 -1.11 -2.14 0.02
C -3.06 -2.67 -0.84 -0.02
C -2.07 -1.76 0.21 -0.05
H -2.13 -0.68 -0.04 0.07
H -2.14 -2.16 1.09 0.01
S -0.27 -2.37 -0.42 0.57
O 0.02 -1.82 -1.59 -0.23
O -0.39 -3.71 -0.36 -0.24
C 0.74 -1.82 1.00 -0.23
C 1.85 -2.83 1.14 0.05
C 2.88 -2.29 1.99 0.13
C 2.34 -1.26 3.18 -0.15
C 1.35 -0.55 2.84 -0.19
C 0.47 -0.95 1.96 -0.12
H -0.63 -0.18 1.74 0.22
H 1.06 0.26 3.74 0.19
C 3.51 -0.81 4.18 0.00
H 4.44 -1.17 3.98 0.03
H 3.21 -1.26 5.07 0.05
H 3.48 0.27 4.03 0.08
H 3.59 -2.76 2.23 -0.03
H 1.93 -3.33 0.41 -0.02
H -3.91 -2.82 -0.32 0.06
H -2.57 -3.51 -1.01 0.03
H -1.55 -1.70 -2.72 -0.03
H -2.69 -1.10 -5.00 0.15
H -3.85 -0.21 -4.08 0.11
H -3.62 1.76 -2.14 0.17
H -3.13 2.44 0.14 0.08
H 0.85 4.09 3.50 0.05
H -0.09 2.99 3.74 0.00
H -0.67 4.36 3.01 0.04
```

Values from the calculation:
- net charge = 0
- frontier orbital gap (eV) = 8.142
- HOMO level (eV) = -7.88
- energy relative to the best compared isomer or geometry (same formula, charge and spin) (kcal/mol) = 538.0

Molecular formula: C34H46CeCl4O3P4
Method: DFT, wB97M-V/def2-TZVPD

The geometry in XYZ format:
```
92
Properties=species:S:1:pos:R:3:lowdin_charge:R:1
P 2.68 1.78 -0.97 1.15
C 3.69 3.23 -0.44 -0.36
C 4.98 3.15 0.08 -0.07
H 5.45 2.19 0.27 0.11
C 5.71 4.32 0.36 -0.05
H 6.75 4.24 0.71 0.12
C 5.15 5.58 0.16 -0.06
H 5.74 6.50 0.32 0.12
C 3.82 5.66 -0.31 -0.06
H 3.36 6.64 -0.48 0.12
C 3.10 4.50 -0.60 -0.10
H 2.07 4.55 -0.95 0.10
C 3.75 0.42 -0.37 -0.37
C 3.57 0.01 0.96 -0.12
H 2.77 0.46 1.53 0.10
C 4.42 -0.95 1.52 -0.08
H 4.29 -1.21 2.58 0.11
C 5.45 -1.53 0.77 -0.07
H 6.15 -2.23 1.23 0.12
C 5.59 -1.16 -0.58 -0.05
H 6.40 -1.60 -1.18 0.12
C 4.73 -0.21 -1.14 -0.07
H 4.86 0.05 -2.20 0.11
C 3.12 1.76 -2.75 -0.35
C 4.15 2.51 -3.32 -0.07
H 4.71 3.24 -2.74 0.11
C 4.50 2.35 -4.68 -0.05
H 5.35 2.90 -5.10 0.12
C 3.80 1.45 -5.49 -0.06
H 4.10 1.27 -6.53 0.12
C 2.72 0.75 -4.93 -0.07
H 2.15 0.04 -5.54 0.11
C 2.37 0.92 -3.58 -0.10
H 1.51 0.40 -3.17 0.08
Ce -2.74 0.72 1.02 0.52
C -2.14 -1.65 0.72 -0.14
C -1.01 -2.22 0.27 -0.34
H -3.04 -2.29 0.91 0.03
C 0.22 -1.41 -0.12 -0.39
O 0.54 -1.77 -1.49 -0.05
H 1.34 -1.27 -1.73 0.08
C 0.03 0.08 0.05 -0.15
H 1.10 -1.67 0.52 0.14
C 0.60 1.28 -0.13 -0.09
Cl -2.98 3.29 1.35 0.07
P -3.84 0.38 -1.65 0.75
P -1.93 0.28 3.79 0.75
C -5.34 1.41 -1.70 -0.24
H -5.06 2.45 -1.51 0.06
H -6.02 1.09 -0.90 0.04
H -5.84 1.34 -2.67 0.07
C -2.92 0.91 -3.13 -0.24
H -2.00 0.31 -3.21 0.05
H -2.64 1.97 -2.98 0.06
H -3.53 0.80 -4.04 0.07
C -4.51 -1.23 -2.19 -0.23
H -5.16 -1.61 -1.39 0.05
H -3.67 -1.93 -2.32 0.04
H -5.06 -1.12 -3.14 0.07
C -3.30 0.88 4.82 -0.25
H -4.17 0.25 4.61 -0.01
H -3.54 1.91 4.55 0.06
H -3.06 0.83 5.89 0.07
C -1.56 -1.33 4.57 -0.24
H -0.77 -1.83 3.99 0.04
H -2.47 -1.94 4.51 0.05
H -1.24 -1.21 5.62 0.07
C -0.55 1.31 4.42 -0.25
H -0.81 2.36 4.19 0.05
H 0.37 1.03 3.88 0.04
H -0.41 1.18 5.51 0.07
P -1.04 -4.04 0.07 0.89
C -2.39 -4.73 0.95 -0.16
C 0.53 -4.60 0.76 -0.15
H -3.33 -4.22 0.76 0.06
H -2.20 -4.72 2.02 0.08
H -2.49 -5.77 0.63 0.08
H 1.36 -4.01 0.36 0.07
H 0.64 -5.66 0.46 0.07
H 0.47 -4.52 1.85 0.08
C -1.13 -4.39 -1.68 -0.15
H -2.17 -4.28 -2.01 0.07
H -0.80 -5.43 -1.80 0.07
H -0.46 -3.70 -2.23 0.06
H 0.51 2.44 0.08 0.08
Cl -6.44 -1.09 4.20 0.65
C -6.71 -0.74 2.44 -1.46
Cl -8.02 -1.70 1.81 0.69
Cl -7.04 1.02 2.24 0.65
C -5.40 -1.10 1.74 -0.71
O -5.15 -2.23 1.31 0.04
O -4.58 -0.08 1.68 -0.34
```

Values from the calculation:
- net charge = +2
- frontier orbital gap (alpha / beta) (eV) = 5.749 / 6.503
- HOMO level (alpha / beta) (eV) = -12.75 / -12.75

Molecular formula: C20H26N2O6S
Method: DFT, wB97M-V/def2-TZVPD

The geometry in XYZ format:
```
55
Properties=species:S:1:pos:R:3:lowdin_charge:R:1
C -4.87 -0.60 5.89 -0.30
H -5.71 -1.35 5.48 0.13
O -4.96 0.53 5.40 -0.16
C -4.87 0.57 3.84 -0.10
C -3.58 0.14 3.16 -0.20
H -3.18 -0.74 3.44 0.07
H -2.65 1.05 3.69 0.22
C -3.32 0.30 1.76 -0.20
N -1.98 -0.02 1.24 0.11
C -1.84 -0.99 0.52 -0.64
O -2.46 -1.82 0.24 0.22
C -0.18 -1.29 0.13 0.04
N 0.04 0.00 -0.60 -0.06
S 1.19 1.09 0.52 0.79
O 0.64 0.87 1.75 -0.28
O 1.16 2.50 -0.23 -0.35
C 2.67 0.52 0.23 -0.31
C 3.56 0.87 -0.84 0.02
C 4.77 0.08 -0.84 -0.18
C 5.33 -0.66 -0.02 -0.14
C 4.48 -1.18 0.98 -0.11
C 3.42 -0.40 1.25 -0.01
H 2.71 -0.73 2.16 0.15
H 4.96 -1.68 1.79 0.10
H 6.27 -1.50 -0.15 0.20
H 5.35 0.43 -1.75 0.14
H 3.04 1.57 -1.60 0.16
C 0.60 -0.03 -1.71 -0.33
C 0.09 1.20 -2.66 0.07
C 0.34 1.28 -3.94 -0.20
C 1.27 0.16 -4.44 0.00
C 1.70 -0.90 -3.81 0.00
C 1.42 -0.89 -2.34 -0.33
O 1.83 -1.82 -1.65 -0.06
C 2.80 -2.76 -2.12 -0.01
H 2.47 -3.44 -2.66 -0.02
H 3.03 -3.58 -1.23 0.16
H 3.79 -2.06 -2.37 0.17
H 2.44 -1.50 -4.18 0.07
H 1.67 0.37 -5.52 0.15
O -0.12 2.37 -4.74 -0.09
C -0.67 3.40 -4.23 -0.13
H -1.78 2.84 -3.99 0.17
H -0.43 3.79 -3.54 -0.05
H -0.95 3.81 -5.11 0.08
H -0.78 1.80 -2.06 0.17
H 0.15 -1.28 1.07 0.07
H -0.37 -1.93 -0.51 0.03
H -1.20 0.49 1.67 0.12
H -3.39 1.49 1.51 0.18
H -4.04 -0.29 1.32 0.10
H -5.06 1.54 3.56 0.09
H -5.66 -0.23 3.55 0.15
H -3.94 -1.02 5.77 0.05
H -5.20 -0.39 6.95 0.12
```

Values from the calculation:
- net charge = 0
- frontier orbital gap (eV) = 6.641
- HOMO level (eV) = -7.36
- energy relative to the best compared isomer or geometry (same formula, charge and spin) (kcal/mol) = 496.7

Molecular formula: C2H10N2S
Method: DFT, wB97M-V/def2-TZVPD

The geometry in XYZ format:
```
15
Properties=species:S:1:pos:R:3:lowdin_charge:R:1
N -1.07 -0.21 1.06 -0.07
C -1.56 1.22 1.21 -0.43
N -2.35 1.53 2.31 -0.04
H -1.76 -0.93 1.46 0.08
H -0.20 -0.18 1.76 0.11
H -0.51 1.70 1.30 0.12
H -2.18 1.66 0.36 0.12
H -3.22 1.00 2.34 0.07
H -1.92 1.70 3.24 0.09
C 2.33 -0.01 -2.02 -0.51
S 1.33 -1.33 -1.35 0.61
H 2.30 0.72 -1.25 0.01
H 3.37 -0.34 -2.12 0.03
H 2.12 0.24 -3.01 0.00
H 0.17 -0.70 -1.17 -0.19
```

Values from the calculation:
- net charge = 0
- frontier orbital gap (eV) = 9.511
- HOMO level (eV) = -8.56
- energy relative to the best compared isomer or geometry (same formula, charge and spin) (kcal/mol) = 32.5
- structure (SMILES) = NCN.CS

Molecular formula: C20H21N5O10PSTa
Method: DFT, wB97M-V/def2-TZVPD

The geometry in XYZ format:
```
59
Properties=species:S:1:pos:R:3:lowdin_charge:R:1
Ta -0.28 -0.79 0.94 1.83
O -0.06 0.15 7.05 0.16
C -0.16 -0.06 5.75 -0.24
C -1.34 -0.51 5.14 0.12
C -1.33 -0.69 3.78 -0.13
N -0.23 -0.47 3.06 0.00
C 0.90 -0.02 3.63 -0.12
C 0.98 0.20 4.97 0.14
C 1.96 0.26 2.58 -0.48
O 2.99 0.81 2.79 0.19
O 1.53 -0.16 1.38 -0.19
C -2.48 -1.12 2.90 -0.46
O -3.56 -1.42 3.28 0.21
O -2.08 -1.10 1.60 -0.18
H -0.88 -0.03 7.54 0.15
H -2.25 -0.70 5.69 0.15
H 1.89 0.57 5.43 0.16
N 2.76 6.09 -1.55 0.16
C 1.91 5.09 -1.28 -0.28
C 0.58 5.12 -1.77 0.00
C -0.29 4.11 -1.49 -0.05
C 0.13 3.03 -0.71 -0.33
C 1.45 2.97 -0.22 -0.04
C 2.32 3.98 -0.51 0.00
S -0.97 1.79 -0.33 0.72
O -2.31 2.10 -0.68 -0.21
O -0.71 1.33 1.06 -0.41
N -0.53 0.29 -0.97 -0.21
C -0.82 0.09 -2.28 -0.42
N -0.95 -1.18 -2.74 -0.04
C -1.23 -1.41 -4.05 -0.02
C -1.38 -0.37 -4.91 0.02
C -1.24 0.92 -4.36 -0.02
N -0.97 1.14 -3.09 0.17
H 2.47 6.90 -2.07 0.12
H 3.70 6.08 -1.18 0.12
H 0.26 5.97 -2.36 0.13
H -1.31 4.14 -1.85 0.12
H 1.77 2.13 0.39 0.10
H 3.33 3.95 -0.12 0.13
H -1.32 -2.44 -4.34 0.14
H -1.61 -0.52 -5.95 0.13
H -1.38 1.80 -4.98 0.14
C -1.79 -4.82 -2.62 -0.03
O -1.92 -3.49 -2.03 -0.30
P -0.84 -2.50 -1.49 0.91
O 0.29 -2.54 1.20 -0.47
C 0.40 -3.87 1.67 -0.08
O 0.52 -3.19 -1.95 -0.31
C 1.79 -2.51 -1.78 -0.06
H -2.40 -4.83 -3.51 0.10
H -2.18 -5.54 -1.90 0.10
H -0.75 -5.03 -2.85 0.09
H 1.45 -4.11 1.83 0.10
H -0.02 -4.55 0.93 0.09
H -0.14 -3.97 2.60 0.10
H 2.54 -3.17 -2.19 0.11
H 2.00 -2.34 -0.73 0.07
H 1.80 -1.57 -2.33 0.09
```

Values from the calculation:
- net charge = +2
- frontier orbital gap (eV) = 6.590
- HOMO level (eV) = -13.29
- energy relative to the best compared isomer or geometry (same formula, charge and spin) (kcal/mol) = 0.0

Molecular formula: C19H23O3Pd
Method: DFT, wB97M-V/def2-TZVPD

The geometry in XYZ format:
```
46
Properties=species:S:1:pos:R:3:lowdin_charge:R:1
Pd 0.17 -0.15 0.06 1.06
C 2.46 -2.27 3.85 -0.05
C 1.14 -1.75 3.26 -0.38
C -0.03 -2.58 3.76 -0.07
C 1.25 -1.69 1.76 -0.23
C 0.52 -2.51 0.91 -0.04
C 0.73 -2.47 -0.48 -0.04
C 1.73 -1.65 -1.07 -0.31
C 2.00 -1.68 -2.55 -0.02
C 2.47 -0.83 -0.22 -0.06
C 2.20 -0.82 1.16 -0.05
H 2.39 -2.31 4.93 0.09
H 3.31 -1.64 3.59 0.08
H 2.66 -3.28 3.48 0.10
H 1.00 -0.72 3.61 0.15
H 0.09 -3.63 3.51 0.09
H -0.99 -2.23 3.35 0.09
H -0.09 -2.51 4.85 0.09
H -0.20 -3.20 1.31 0.12
H 0.16 -3.13 -1.12 0.14
H 1.42 -0.91 -3.07 0.09
H 1.74 -2.64 -2.98 0.09
H 3.05 -1.48 -2.75 0.09
H 3.26 -0.22 -0.62 0.13
H 2.80 -0.18 1.80 0.13
C -1.37 6.06 2.43 -0.04
O -2.29 5.75 1.39 -0.04
C -2.19 4.58 0.77 -0.26
C -3.15 4.35 -0.25 0.02
C -3.13 3.19 -0.93 0.00
C -2.16 2.17 -0.66 -0.10
C -2.13 0.96 -1.37 -0.32
C -3.09 0.60 -2.46 0.03
O -1.29 0.03 -1.17 -0.11
C -1.21 2.41 0.37 -0.29
O -0.28 1.58 0.75 -0.15
C -1.24 3.63 1.07 0.06
H -1.63 7.05 2.78 0.10
H -0.35 6.07 2.04 0.10
H -1.45 5.34 3.24 0.10
H -3.88 5.12 -0.46 0.13
H -3.86 3.04 -1.71 0.11
H -3.84 1.36 -2.66 0.07
H -3.59 -0.33 -2.19 0.10
H -2.52 0.41 -3.37 0.10
H -0.50 3.77 1.84 0.12
```

Values from the calculation:
- net charge = +1
- frontier orbital gap (eV) = 7.151
- HOMO level (eV) = -11.26

Molecular formula: C4H7NO
Method: DFT, wB97M-V/def2-TZVPD

The geometry in XYZ format:
```
13
Properties=species:S:1:pos:R:3:lowdin_charge:R:1
C -1.23 0.90 1.76 0.10
C -0.32 0.43 0.93 -0.32
C 1.00 0.54 0.33 -0.03
C -0.05 -0.54 -0.02 -0.18
O -0.64 -0.36 -1.45 -0.18
N 0.05 -1.07 -2.40 0.01
H -2.22 0.61 1.94 0.05
H -0.95 1.62 2.51 0.06
H 1.17 1.35 -0.36 0.10
H 1.99 0.41 1.00 0.15
H -0.02 -1.56 0.33 0.14
H 0.37 -1.81 -1.91 0.02
H 0.85 -0.50 -2.64 0.08
```

Values from the calculation:
- net charge = 0
- frontier orbital gap (eV) = 10.027
- HOMO level (eV) = -9.21
- energy relative to the best compared isomer or geometry (same formula, charge and spin) (kcal/mol) = 129.8
- structure (SMILES) = C=C1C[C@@H]1ON

Molecular formula: C33H29NO6PS2Zr
Method: DFT, wB97M-V/def2-TZVPD

The geometry in XYZ format:
```
73
Properties=species:S:1:pos:R:3:lowdin_charge:R:1
Zr -1.51 0.43 1.58 1.53
O -1.17 1.16 5.33 -0.23
S -0.55 0.85 4.09 0.53
O -0.80 1.84 2.99 -0.44
O -0.92 -0.46 3.48 -0.44
C 1.20 0.79 4.28 -0.27
C 1.73 1.11 5.52 -0.04
C 3.10 1.04 5.70 -0.06
C 3.91 0.64 4.65 -0.05
C 3.36 0.32 3.41 -0.07
C 1.99 0.40 3.20 -0.29
P 1.23 -0.02 1.57 1.10
C 2.18 0.94 0.36 -0.35
C 2.12 0.52 -0.97 -0.09
C 2.68 1.29 -1.98 -0.06
C 3.29 2.49 -1.66 -0.08
C 3.35 2.92 -0.34 -0.08
C 2.78 2.15 0.67 -0.08
C 1.78 -1.74 1.30 -0.34
C 3.06 -2.05 0.86 -0.09
C 3.45 -3.38 0.71 -0.07
C 2.55 -4.40 1.01 -0.08
C 1.27 -4.10 1.44 -0.07
C 0.89 -2.77 1.59 -0.08
H 1.07 1.40 6.32 0.12
H 3.54 1.29 6.65 0.11
H 4.98 0.58 4.79 0.11
H 4.01 0.02 2.60 0.11
H 1.62 -0.41 -1.23 0.12
H 2.60 0.96 -3.01 0.11
H 3.72 3.10 -2.45 0.11
H 3.82 3.87 -0.10 0.10
H 2.82 2.51 1.69 0.11
H 3.75 -1.26 0.60 0.10
H 4.44 -3.61 0.36 0.11
H 2.85 -5.43 0.89 0.10
H 0.57 -4.89 1.66 0.11
H -0.12 -2.54 1.92 0.09
O -3.17 -0.63 2.07 -0.31
N -4.29 -0.52 1.34 -0.18
C -5.04 -1.63 1.20 -0.01
C -6.22 -1.58 0.53 -0.05
C -6.63 -0.35 -0.01 -0.06
C -5.84 0.76 0.15 -0.07
C -4.62 0.69 0.84 -0.64
S -3.56 2.01 1.08 0.74
H -4.62 -2.52 1.66 0.14
H -6.82 -2.48 0.42 0.11
H -7.56 -0.27 -0.55 0.11
H -6.13 1.72 -0.26 0.11
C -0.02 0.36 -6.52 -0.07
C -0.35 0.38 -5.05 -0.28
C -0.72 -0.78 -4.37 -0.04
C -1.02 -0.81 -3.02 -0.19
C -1.41 -2.13 -2.41 -0.05
C -0.93 0.41 -2.26 -0.10
C -0.57 1.62 -2.96 -0.20
C -0.54 2.98 -2.30 -0.04
C -0.30 1.56 -4.31 -0.04
C -1.13 0.42 -0.88 -0.51
O -1.60 -0.63 -0.14 -0.26
O -0.82 1.45 -0.05 -0.32
H -0.38 -0.55 -7.00 0.07
H 1.06 0.42 -6.70 0.07
H -0.47 1.21 -7.05 0.07
H -0.79 -1.71 -4.93 0.11
H -1.37 -2.91 -3.18 0.07
H -2.41 -2.11 -1.99 0.08
H -0.74 -2.43 -1.60 0.07
H -1.46 3.19 -1.76 0.08
H -0.40 3.75 -3.07 0.07
H 0.28 3.07 -1.58 0.07
H -0.05 2.49 -4.82 0.11
```

Values from the calculation:
- net charge = 0
- frontier orbital gap (alpha / beta) (eV) = 4.630 / 7.930
- HOMO level (alpha / beta) (eV) = -4.65 / -7.95
- energy relative to the best compared isomer or geometry (same formula, charge and spin) (kcal/mol) = 20.4
- spin multiplicity = 2

Molecular formula: C2H3N4
Method: DFT, wB97M-V/def2-TZVPD

The geometry in XYZ format:
```
9
Properties=species:S:1:pos:R:3:lowdin_charge:R:1
C 1.82 -0.43 -0.08 -0.01
C 0.47 1.02 0.12 -0.02
N 1.76 0.87 0.00 0.19
N 0.81 -1.15 -0.17 0.24
N -0.17 -0.14 0.08 -0.09
N -1.45 -0.51 0.03 0.24
H 0.08 1.96 0.19 0.14
H -1.64 -0.49 -0.95 0.15
H -1.68 -1.12 0.78 0.15
```

Values from the calculation:
- net charge = +1
- frontier orbital gap (alpha / beta) (eV) = 10.819 / 6.458
- HOMO level (alpha / beta) (eV) = -15.96 / -16.97
- energy relative to the best compared isomer or geometry (same formula, charge and spin) (kcal/mol) = 24.8
- spin multiplicity = 3

Molecular formula: CBr2FNO2
Method: DFT, wB97M-V/def2-TZVPD

The geometry in XYZ format:
```
7
Properties=species:S:1:pos:R:3:lowdin_charge:R:1
C -0.10 0.00 -1.06 -1.24
N -0.21 0.11 0.79 -0.39
O -0.79 1.00 1.27 0.10
O 0.48 -0.75 1.23 0.09
F 0.79 -0.89 -1.17 -0.02
Br 0.53 1.77 -1.68 0.69
Br -1.70 -0.69 -1.80 0.76
```

Values from the calculation:
- net charge = 0
- frontier orbital gap (eV) = 9.962
- HOMO level (eV) = -10.47
- energy relative to the best compared isomer or geometry (same formula, charge and spin) (kcal/mol) = 8.9

Molecular formula: C15H15FeN2O4
Method: DFT, wB97M-V/def2-TZVPD

The geometry in XYZ format:
```
37
Properties=species:S:1:pos:R:3:lowdin_charge:R:1
C 2.54 -0.15 3.20 -0.06
O 1.77 -1.03 2.42 -0.10
C 0.57 -0.53 1.99 -0.31
C -0.10 -1.32 1.01 -0.11
C -0.73 -0.47 -0.05 -0.17
C -0.92 1.03 0.09 -0.11
C -0.45 1.58 1.35 -0.05
C 0.11 0.77 2.32 -0.06
Fe -0.21 -2.95 3.03 0.47
C -1.37 -3.54 1.83 -0.13
O -2.10 -3.79 0.95 0.17
C -1.46 -2.86 4.20 -0.18
O -2.40 -2.72 4.88 0.16
C 0.46 -4.42 3.82 -0.09
O 0.60 -5.48 4.29 0.17
H 3.38 -0.74 3.55 0.10
H 2.90 0.71 2.63 0.11
H 1.93 0.20 4.04 0.10
H 0.48 -2.18 0.60 0.12
H 0.12 -0.51 -0.79 0.14
H -1.58 -0.98 -0.55 0.11
H -1.92 1.44 -0.21 0.14
H -0.57 2.63 1.61 0.11
H 0.31 1.19 3.29 0.11
N -0.50 1.29 -1.82 -0.04
C -1.07 0.63 -2.89 -0.06
C -0.88 1.02 -4.21 0.00
C 0.00 2.08 -4.48 -0.31
N 0.34 2.41 -5.75 0.14
C 0.55 2.78 -3.39 0.00
C 0.30 2.33 -2.09 -0.08
H -1.71 -0.24 -2.65 0.12
H -1.35 0.45 -5.02 0.12
H 1.00 3.14 -5.94 0.11
H 0.01 1.88 -6.54 0.11
H 1.21 3.62 -3.51 0.11
H 0.75 2.79 -1.21 0.12
```

Values from the calculation:
- net charge = +1
- frontier orbital gap (alpha / beta) (eV) = 5.836 / 5.916
- HOMO level (alpha / beta) (eV) = -9.10 / -11.25
- spin multiplicity = 5